#1
DFT (wB97M-V/def2-TZVPD) results for an isolated molecule of C6H7ClO.

Gap between HOMO and LUMO in eV: 9.17
LUMO energy in eV: 0.86

```
! RIJCOSX wB97M-V def2-TZVPD def2/J DEFGRID3
* xyz 0 1
C -2.5008 -1.0474 0.1869
C -1.0820 -1.5298 -0.0913
C 0.1073 -0.9156 -0.1310
O 1.3512 -1.4068 -0.1533
C 2.3957 -0.3611 0.0517
C 1.6965 0.9075 0.3076
C 0.4169 0.6121 0.0986
Cl -0.9052 1.7486 -0.1162
H -2.6658 -0.4232 0.9902
H -3.2201 -1.8298 0.5046
H -2.9566 -0.5036 -0.7312
H -0.8460 -2.6513 -0.0935
H 2.8729 -0.2774 -1.0354
H 3.2183 -0.7104 0.8069
H 1.9747 1.9300 0.2252
*
```

***

#2
DFT (wB97M-V/def2-TZVPD) results for a cluster of 2 separate species, C6H7ClO in total.

Gap between HOMO and LUMO (alpha / beta) in eV: 7.97 / 8.22
LUMO energy (alpha / beta) in eV: 0.81 / 0.77

```
! RIJCOSX wB97M-V def2-TZVPD def2/J DEFGRID3
* xyz 0 1
C 1.7071 -3.0430 -1.9043
C 1.5554 -2.1259 -1.1550
C 0.3086 1.3944 0.7734
C -0.7676 1.3139 -0.3737
C -0.3806 0.8168 1.9646
C -1.6796 0.1917 0.2602
O -1.4395 0.0961 1.5419
Cl -3.0291 -0.3672 -0.6255
H 2.1157 -3.9166 -2.2793
H 1.1244 -1.2536 -0.8532
H 1.0614 0.5858 0.5998
H 0.8161 2.4427 0.8593
H -1.2059 2.3166 -0.4609
H -0.3609 0.9251 -1.2557
H 0.1744 0.6232 2.9084
*
```

***

Result of the stability comparison: #1 is the most stable of them.

***

#1
DFT (wB97M-V/def2-TZVPD) results for a structure of composition C36H25F6N6O6S2Sc.

Gap between HOMO and LUMO in eV: 5.76
LUMO energy in eV: -0.13

```
! RIJCOSX wB97M-V def2-TZVPD def2/J DEFGRID3
* xyz 0 1
Sc -0.4099 -0.6251 0.2000
C 0.1428 -4.1873 -0.0356
O 0.6032 -2.8801 0.2482
C 1.4568 -2.7284 1.3359
C 1.8522 -3.7323 2.1937
C 2.7387 -3.4562 3.2325
C 3.2367 -2.1749 3.3875
C 2.8621 -1.1625 2.5180
C 1.9563 -1.4132 1.4817
N 1.6055 -0.4957 0.5125
N 2.2140 0.7467 0.6584
C 2.3788 1.4517 -0.4406
C 2.1315 1.0598 -1.7846
O 2.0439 -0.3791 -2.0805
C 2.1435 1.9207 -2.8799
C 2.4222 3.2449 -2.7132
C 2.8097 3.7162 -1.4212
C 3.1820 5.0601 -1.2203
C 3.5696 5.5159 0.0164
C 3.5996 4.6407 1.1079
C 3.2339 3.3251 0.9408
C 2.8293 2.8385 -0.3103
H 0.9869 -4.8512 -0.2306
H -0.4759 -4.1045 -0.9275
H -0.4628 -4.5919 0.7775
H 1.4728 -4.7374 2.0698
H 3.0416 -4.2532 3.8982
H 3.9359 -1.9627 4.1867
H 3.2622 -0.1641 2.6054
H 1.9115 1.5317 -3.8676
H 2.3819 3.9347 -3.5454
H 3.1684 5.7360 -2.0680
H 3.8595 6.5515 0.1464
H 3.9006 5.0039 2.0826
H 3.2448 2.6326 1.7724
C -4.9228 -2.2128 -0.6298
C -4.5647 -3.1786 -1.5543
C -3.3956 -3.0092 -2.2761
C -2.5994 -1.8968 -2.0213
N -2.9121 -0.9949 -1.0830
C -4.0649 -1.1439 -0.4326
C -1.3389 -1.6390 -2.7521
C -1.2268 -1.9767 -4.0989
C -0.0354 -1.7733 -4.7737
C 1.0393 -1.2289 -4.0917
C 0.8530 -0.8873 -2.7665
C -0.2960 -1.0434 -2.0148
H -5.8353 -2.2892 -0.0563
H -5.1839 -4.0519 -1.7125
H -3.0863 -3.7394 -3.0118
H -4.3110 -0.3648 0.2775
H -2.0833 -2.3752 -4.6296
H 0.0651 -2.0372 -5.8174
H 1.9929 -1.0824 -4.5900
H 2.8233 -0.6087 -2.6076
F -1.0042 -4.2477 3.2480
C -1.4486 -3.0597 3.6513
F -0.4269 -2.2777 3.9513
F -2.2040 -3.2278 4.7340
S -2.5229 -2.3181 2.3247
O -1.6614 -2.1055 1.1651
O -3.5749 -3.2596 2.1789
N -2.9452 -0.9452 2.9742
S -2.0711 0.2512 2.4390
O -0.6483 -0.0352 2.3824
O -2.5912 0.8819 1.2622
C -2.3131 1.4944 3.7890
F -1.7276 1.0956 4.9090
F -3.6097 1.6745 3.9963
F -1.7652 2.6398 3.3907
N -2.0934 4.4222 -3.6895
C -1.6596 4.0263 -2.7012
C -1.1302 3.5344 -1.4704
C -0.7342 4.4003 -0.4507
C -0.2340 3.8533 0.7110
C -0.1323 2.4758 0.8199
N -0.5087 1.6401 -0.1567
C -1.0074 2.1635 -1.2717
H -0.8123 5.4706 -0.5846
H 0.0983 4.4763 1.5285
H 0.2884 2.0330 1.7089
H -1.3073 1.4662 -2.0445
*
```

***

#2
DFT (wB97M-V/def2-TZVPD) results for a structure of composition C36H25F6N6O6S2Sc.

Gap between HOMO and LUMO in eV: 6.98
LUMO energy in eV: -0.75

```
! RIJCOSX wB97M-V def2-TZVPD def2/J DEFGRID3
* xyz 0 1
Sc -0.7790 0.0313 0.5934
C -3.3237 -2.3995 1.2020
O -2.3673 -1.9012 0.2745
C -2.1938 -2.5910 -0.8922
C -2.6686 -3.8780 -1.0903
C -2.4636 -4.5019 -2.3123
C -1.7930 -3.8379 -3.3279
C -1.3114 -2.5568 -3.1137
C -1.4918 -1.9265 -1.8918
N -0.9804 -0.6212 -1.5742
N -0.2901 -0.1592 -2.5175
C 0.2969 1.0704 -2.5026
C 0.0524 2.0572 -1.5324
O -0.6434 1.7875 -0.4838
C 0.6178 3.3543 -1.7184
C 1.4768 3.5914 -2.7352
C 1.8337 2.5878 -3.6870
C 2.7845 2.8408 -4.6961
C 3.1253 1.8663 -5.5938
C 2.5098 0.6060 -5.5109
C 1.5790 0.3381 -4.5382
C 1.2206 1.3253 -3.5955
H -4.2444 -2.6653 0.6839
H -2.9288 -3.2640 1.7385
H -3.5230 -1.5943 1.8999
H -3.1867 -4.4026 -0.3012
H -2.8365 -5.5068 -2.4650
H -1.6411 -4.3173 -4.2861
H -0.7879 -2.0263 -3.8959
H 0.3755 4.1175 -0.9927
H 1.9266 4.5738 -2.8329
H 3.2489 3.8198 -4.7437
H 3.8680 2.0595 -6.3571
H 2.7779 -0.1675 -6.2202
H 1.1191 -0.6379 -4.4734
C -1.5764 -0.8079 5.0001
C -0.5571 -1.7024 5.3028
C 0.1946 -2.2449 4.2809
C -0.0775 -1.8923 2.9578
N -1.0492 -1.0037 2.6799
C -1.7722 -0.4818 3.6778
C 0.6714 -2.4350 1.7962
C 1.3490 -3.6501 1.9205
C 2.0579 -4.1618 0.8478
C 2.0860 -3.4457 -0.3433
C 1.3886 -2.2492 -0.4505
C 0.6527 -1.6917 0.6014
H -2.1870 -0.3557 5.7687
H -0.3467 -1.9674 6.3321
H 1.0050 -2.9257 4.4956
H -2.5363 0.2295 3.3885
H 1.3058 -4.2150 2.8447
H 2.5730 -5.1105 0.9336
H 2.6340 -3.8318 -1.1958
H 1.4199 -1.7471 -1.4161
F -5.3203 3.3418 1.2147
C -4.8020 2.1309 1.2967
F -5.6269 1.2504 0.7448
F -4.6313 1.8129 2.5781
S -3.2019 2.0464 0.4078
O -2.7682 0.6783 0.7803
O -3.4920 2.2887 -0.9622
N -2.4205 3.1814 1.1675
S -0.9928 3.0142 1.8173
O -0.6220 1.6139 2.1110
O 0.0263 3.8998 1.3595
C -1.3758 3.6182 3.5035
F -2.2714 2.8296 4.0930
F -0.2562 3.5978 4.2209
F -1.8463 4.8521 3.4600
N 5.4995 1.2350 -2.4069
C 4.8448 1.3120 -1.4651
C 4.0240 1.4137 -0.2830
C 4.4919 2.0159 0.8788
C 3.6451 2.0749 1.9673
C 2.3665 1.5535 1.8499
N 1.9063 0.9792 0.7369
C 2.7330 0.9005 -0.3009
H 5.4931 2.4244 0.9174
H 3.9602 2.5305 2.8960
H 1.6767 1.6040 2.6821
H 2.3667 0.4178 -1.1984
*
```

***

Result of the stability comparison: #2 is the most stable of them.

***

#1
DFT (wB97M-V/def2-TZVPD) results for the ion C3H4NS with charge +1.

Gap between HOMO and LUMO in eV: 9.55
LUMO energy in eV: -5.58

```
! RIJCOSX wB97M-V def2-TZVPD def2/J DEFGRID3
* xyz 1 1
C 0.8204 0.2427 0.3667
C -1.4060 1.0565 -0.0427
C 0.9732 -1.1847 0.0637
N -0.2296 0.9374 0.3976
S 2.4524 0.0359 0.1010
H -2.3968 1.2939 0.4381
H -1.5964 0.9672 -1.1147
H 0.9284 -1.9671 0.7895
H 0.4545 -1.3818 -0.9993
*
```

***

#2
DFT (wB97M-V/def2-TZVPD) results for the ion C3H4NS with charge +1.

Gap between HOMO and LUMO in eV: 6.92
LUMO energy in eV: -7.19

```
! RIJCOSX wB97M-V def2-TZVPD def2/J DEFGRID3
* xyz 1 1
C 0.1544 1.2257 -0.0015
C 1.5565 0.9673 -0.0024
C -0.2300 -1.1118 0.0011
N -0.6733 0.2153 0.0122
S 1.9400 -0.5877 -0.0007
H -0.2201 2.2418 -0.0205
H -0.4416 -1.6890 0.8922
H -0.4075 -1.6585 -0.9177
H -1.6784 0.3970 0.0372
*
```

***

Result of the stability comparison: #1 is the most stable of them.

***

#1
DFT (wB97M-V/def2-TZVPD) results for a structure of composition C26H28N6O4PRhS3.

Gap between HOMO and LUMO (alpha / beta) in eV: 6.75 / 6.71
LUMO energy (alpha / beta) in eV: 2.20 / 2.01

```
! RIJCOSX wB97M-V def2-TZVPD def2/J DEFGRID3
* xyz -1 2
Rh 1.2957 -1.0001 0.7639
N -0.7729 -4.3176 -0.9584
C 0.1196 -3.5834 -0.2656
S 1.0874 -2.4855 -1.1655
N 0.2146 -3.8137 1.0371
N 1.0104 -2.9313 1.6258
C 1.3086 -3.0868 2.8434
C 2.1239 -2.0593 3.4905
C 2.4679 -2.1197 4.8315
C 3.1476 -1.0593 5.4078
C 3.4842 0.0272 4.6244
C 3.1386 -0.0077 3.2880
N 2.4856 -1.0312 2.7363
H -1.1655 -3.7932 -1.7269
H -1.4697 -4.7625 -0.3777
H 0.9337 -3.9437 3.3938
H 2.1731 -2.9875 5.4089
H 3.4011 -1.0744 6.4596
H 3.9927 0.8874 5.0410
H 3.3913 0.8085 2.6192
C 3.4527 4.2611 -1.1143
C 4.2520 3.0631 -1.5936
O 3.4610 2.2376 -2.4564
P 2.7633 0.8520 -1.9848
S 1.4854 0.3603 -3.3486
S 2.2293 1.0985 -0.0301
O 4.0676 -0.0885 -1.9774
C 4.2374 -1.2868 -1.2215
C 4.3267 -2.4719 -2.1554
H 4.1140 4.9917 -0.6352
H 2.6887 3.9499 -0.4026
H 2.9587 4.7350 -1.9659
H 4.6236 2.4782 -0.7496
H 5.1009 3.3887 -2.1935
H 3.4213 -1.4189 -0.5235
H 5.1580 -1.1701 -0.6446
H 3.4197 -2.5403 -2.7581
H 4.4261 -3.3914 -1.5717
H 5.1877 -2.3718 -2.8197
O -0.2618 0.8195 2.2684
C -1.0623 0.4626 1.4037
N -2.2320 1.1330 1.0983
C -2.8330 0.5877 -0.1013
C -1.9370 -0.6938 -0.2921
O -2.1895 -1.5340 -1.1393
N -0.9168 -0.6534 0.5998
C -2.6491 1.5388 -1.2780
C -1.5056 1.4649 -2.0703
C -1.2998 2.3827 -3.0927
C -2.2334 3.3838 -3.3318
C -3.3765 3.4642 -2.5428
C -3.5816 2.5461 -1.5199
C -4.2765 0.1236 0.0916
C -4.9897 -0.3606 -1.0061
C -6.2699 -0.8702 -0.8433
C -6.8580 -0.9044 0.4176
C -6.1538 -0.4257 1.5117
C -4.8653 0.0802 1.3496
H -2.3317 2.1003 1.3506
H -0.7614 0.6890 -1.9047
H -0.4017 2.3003 -3.6958
H -2.0731 4.0998 -4.1304
H -4.1100 4.2418 -2.7244
H -4.4769 2.6067 -0.9092
H -4.5239 -0.3488 -1.9833
H -6.8093 -1.2499 -1.7040
H -7.8558 -1.3099 0.5436
H -6.6019 -0.4517 2.4988
H -4.3051 0.4352 2.2053
*
```

***

#2
DFT (wB97M-V/def2-TZVPD) results for a structure of composition C26H28N6O4PRhS3.

Gap between HOMO and LUMO (alpha / beta) in eV: 6.63 / 6.97
LUMO energy (alpha / beta) in eV: 2.67 / 2.60

```
! RIJCOSX wB97M-V def2-TZVPD def2/J DEFGRID3
* xyz -1 2
Rh 0.1664 -1.6415 -1.4369
N -2.1251 -4.4063 1.0930
C -1.4759 -3.5015 0.2835
S -0.0184 -3.9634 -0.4845
N -2.1146 -2.3370 0.1633
N -1.5774 -1.4444 -0.6253
C -2.3061 -0.1802 -0.6652
C -3.4830 -0.2652 -1.6278
C -4.3991 0.7873 -1.6804
C -5.4490 0.7125 -2.5699
C -5.5573 -0.4079 -3.3875
C -4.6033 -1.3989 -3.2561
N -3.5889 -1.3408 -2.3948
H -1.5441 -5.1409 1.4594
H -2.7912 -4.0011 1.7318
H -2.6673 0.0088 0.3481
H -4.2571 1.6493 -1.0433
H -6.1730 1.5156 -2.6334
H -6.3591 -0.5091 -4.1068
H -4.6475 -2.2914 -3.8720
C -1.4401 1.9316 -5.7293
C -1.4079 0.5148 -5.1911
O -1.3609 0.5626 -3.7642
P -0.1404 0.0676 -2.8144
S -1.2257 1.2269 -1.0899
S 0.3715 -1.7320 -3.7546
O 0.9867 1.1784 -3.1233
C 2.0102 1.4612 -2.1512
C 3.3645 1.1018 -2.7139
H -1.5335 1.9198 -6.8172
H -0.5230 2.4565 -5.4616
H -2.2841 2.4807 -5.3114
H -0.5641 -0.0424 -5.5903
H -2.3208 -0.0268 -5.4523
H 1.8124 0.8976 -1.2417
H 1.9353 2.5256 -1.9138
H 3.4127 0.0313 -2.9009
H 4.1435 1.3599 -1.9944
H 3.5493 1.6436 -3.6431
O 2.9374 -1.3629 -0.6574
C 2.2941 -1.0828 0.3454
N 2.8312 -0.7909 1.5915
C 1.7913 -0.2057 2.4290
C 0.5190 -0.5114 1.5764
O -0.6056 -0.2968 1.9777
N 0.9245 -0.9887 0.3835
C 1.9994 1.3007 2.5407
C 1.3467 2.1898 1.6931
C 1.6327 3.5472 1.7540
C 2.5686 4.0298 2.6551
C 3.2201 3.1468 3.5053
C 2.9335 1.7926 3.4494
C 1.6665 -0.8751 3.7824
C 0.7821 -0.3490 4.7218
C 0.6195 -0.9635 5.9510
C 1.3393 -2.1108 6.2611
C 2.2137 -2.6414 5.3272
C 2.3736 -2.0291 4.0907
H 3.7515 -0.3781 1.5889
H 0.6045 1.8328 0.9878
H 1.1125 4.2270 1.0911
H 2.7877 5.0893 2.6996
H 3.9485 3.5139 4.2176
H 3.4299 1.1067 4.1263
H 0.2123 0.5363 4.4734
H -0.0756 -0.5482 6.6698
H 1.2130 -2.5896 7.2241
H 2.7723 -3.5407 5.5548
H 3.0413 -2.4508 3.3521
*
```

***

Result of the stability comparison: #1 is the most stable of them.